1.
{
  "formula": "C34H41BN8O8PmS4",
  "method": "ωB97M-V with the def2-TZVPD basis set",
  "species": ["Pm", "C", "C", "C", "C", "C", "C", "N", "N", "B", "N", "C", "C", "C", "N", "C", "C", "C", "N", "C", "C", "C", "N", "C", "C", "C", "H", "H", "H", "H", "H", "H", "H", "H", "H", "H", "H", "H", "H", "H", "H", "H", "H", "H", "H", "H", "H", "H", "H", "H", "H", "H", "H", "H", "O", "S", "O", "O", "C", "C", "C", "C", "C", "C", "S", "O", "O", "O", "H", "H", "H", "H", "O", "C", "C", "C", "C", "C", "C", "C", "O", "N", "N", "C", "S", "C", "C", "S", "H", "H", "H", "H", "H", "H", "H", "H", "H"],
  "coordinates": [[0.858, -0.379, 0.505], [1.188, -0.186, 4.534], [1.560, 1.297, 4.548], [3.061, 1.480, 4.288], [0.762, 2.064, 3.527], [0.262, 3.371, 3.647], [-0.398, 3.609, 2.461], [-0.294, 2.517, 1.696], [0.419, 1.559, 2.340], [-0.813, 2.106, 0.318], [-0.403, 2.953, -0.890], [-0.084, 4.247, -1.105], [0.398, 4.359, -2.388], [0.344, 3.046, -2.907], [-0.133, 2.219, -1.993], [0.758, 2.547, -4.266], [0.999, 1.036, -4.240], [-0.307, 2.902, -5.310], [-2.299, 1.698, 0.282], [-3.477, 2.253, 0.631], [-4.482, 1.376, 0.278], [-3.811, 0.281, -0.308], [-2.506, 0.499, -0.297], [-4.337, -0.996, -0.909], [-3.634, -1.256, -2.247], [-5.852, -0.962, -1.074], [1.743, -0.731, 5.299], [0.121, -0.328, 4.709], [1.436, -0.616, 3.568], [1.321, 1.726, 5.527], [3.312, 1.118, 3.293], [3.340, 2.533, 4.348], [3.646, 0.923, 5.023], [0.377, 4.037, 4.484], [-0.940, 4.482, 2.132], [-0.285, 1.048, 0.103], [-0.215, 4.993, -0.337], [0.743, 5.251, -2.886], [1.689, 3.055, -4.539], [0.081, 0.516, -3.968], [1.337, 0.675, -5.213], [1.744, 0.784, -3.487], [-1.244, 2.397, -5.067], [-0.491, 3.978, -5.335], [0.011, 2.579, -6.304], [-3.529, 3.219, 1.109], [-5.542, 1.506, 0.428], [-4.071, -1.814, -0.229], [-3.874, -0.463, -2.959], [-2.558, -1.264, -2.091], [-3.943, -2.214, -2.673], [-6.147, -0.131, -1.720], [-6.205, -1.889, -1.528], [-6.353, -0.842, -0.111], [2.175, 1.037, -0.719], [3.372, 0.731, 0.064], [4.062, 1.899, 0.542], [2.994, -0.184, 1.166], [4.525, -0.150, -0.983], [5.775, 0.449, -1.103], [6.761, -0.130, -1.879], [6.497, -1.310, -2.559], [5.251, -1.898, -2.455], [4.254, -1.336, -1.663], [2.763, -2.368, -1.643], [2.545, -2.700, -3.028], [3.133, -3.498, -0.823], [1.658, -1.578, -1.060], [5.934, 1.379, -0.575], [7.736, 0.336, -1.945], [7.263, -1.768, -3.172], [5.006, -2.805, -2.991], [-2.777, -0.823, 2.529], [-3.038, -2.142, 2.711], [-4.210, -2.590, 3.311], [-4.397, -3.941, 3.558], [-3.421, -4.861, 3.210], [-2.253, -4.418, 2.604], [-2.056, -3.072, 2.340], [-0.797, -2.569, 1.711], [-0.862, -1.693, 0.779], [0.289, -3.058, 2.236], [1.466, -2.386, 1.896], [2.485, -3.165, 1.963], [4.148, -2.617, 2.067], [4.809, -4.257, 2.555], [3.955, -5.312, 1.896], [2.225, -4.886, 2.250], [-3.583, -0.303, 2.626], [-4.973, -1.874, 3.596], [-5.309, -4.271, 4.041], [-3.561, -5.916, 3.410], [-1.469, -5.109, 2.325], [4.761, -4.330, 3.642], [5.849, -4.296, 2.228], [4.144, -6.311, 2.291], [4.071, -5.291, 0.816]],
  "forces_ev_per_angstrom": [[-1.6, -0.8, 1.8], [-0.1, 0.3, 0.1], [0.1, -0.1, -0.3], [-0.1, 0.1, 0.1], [-0.2, 0.0, 0.0], [0.0, 0.0, 0.1], [-0.1, 0.1, 0.0], [0.1, 0.1, -0.1], [0.2, 0.0, 0.2], [-0.3, -0.2, -0.4], [0.3, 0.0, 0.0], [-0.1, 0.0, 0.1], [-0.1, 0.1, -0.1], [0.0, 0.0, 0.2], [-0.1, 0.0, -0.2], [-0.2, -0.2, 0.1], [0.0, 0.2, 0.1], [0.1, 0.0, 0.0], [-0.1, -0.2, -0.1], [0.1, 0.1, 0.2], [-0.2, -0.1, 0.1], [0.2, 0.1, 0.0], [-0.1, 0.0, -0.2], [0.1, 0.1, -0.1], [-0.1, 0.0, 0.2], [0.1, 0.0, 0.1], [0.0, 0.0, 0.0], [0.0, 0.0, 0.0], [0.1, -0.2, 0.0], [0.0, 0.0, 0.0], [0.1, 0.0, 0.0], [0.0, 0.0, 0.0], [0.0, 0.0, 0.0], [0.0, 0.0, 0.0], [0.0, 0.0, -0.1], [-1.5, 2.1, -0.4], [0.0, 0.0, 0.0], [0.0, 0.0, 0.0], [0.0, 0.0, 0.0], [0.0, 0.0, 0.0], [0.0, 0.0, 0.0], [0.0, -0.1, 0.0], [0.0, 0.0, 0.0], [0.0, 0.0, 0.0], [0.0, 0.0, 0.0], [0.0, 0.0, 0.0], [0.0, 0.0, 0.0], [0.0, 0.0, 0.0], [0.0, 0.0, 0.0], [0.0, 0.0, -0.1], [0.0, 0.0, 0.0], [0.0, 0.0, 0.0], [0.0, 0.0, 0.0], [0.0, 0.0, 0.0], [0.4, 0.5, -0.6], [2.1, 1.5, 0.2], [0.0, -0.3, -0.2], [1.0, -0.1, 0.1], [-0.2, 0.0, 0.0], [-0.1, 0.1, 0.0], [0.1, -0.1, 0.0], [0.0, 0.0, 0.0], [-0.1, 0.0, 0.0], [-0.3, 0.0, 0.1], [0.8, -1.0, -0.8], [-0.2, 0.4, 0.1], [-0.1, 0.2, 0.2], [0.7, -1.0, -1.4], [0.1, 0.0, 0.0], [0.0, 0.0, 0.0], [0.0, 0.0, 0.0], [0.1, 0.0, 0.0], [0.0, 0.0, 0.1], [0.0, -0.2, 0.0], [-0.1, 0.0, 0.0], [0.0, 0.0, 0.0], [0.1, -0.1, 0.0], [-0.1, 0.1, 0.0], [0.0, 0.3, -0.2], [0.2, -0.5, 0.4], [-0.7, -0.7, 0.3], [-0.4, -0.3, 0.4], [0.3, -0.4, -0.2], [-0.4, 0.0, 0.6], [0.2, -0.3, -0.1], [-0.1, 0.4, 0.0], [-0.3, 0.2, 0.0], [0.1, 0.0, 0.0], [0.0, 0.0, -0.1], [0.0, 0.0, 0.0], [0.0, 0.0, 0.0], [0.0, 0.0, 0.0], [0.0, 0.0, 0.0], [0.0, -0.1, 0.0], [0.0, 0.0, 0.0], [0.0, 0.0, 0.0], [0.1, -0.1, -0.1]],
  "e_lumo_ev": [2.2395, 2.2396],
  "homo_energy_ev": [-5.4, -5.4],
  "total_charge": -1,
  "multiplicity": 5
}



2.
{
  "formula": "C12H30MoN6SSe",
  "method": "ωB97M-V with the def2-TZVPD basis set",
  "species": ["Mo", "C", "C", "N", "C", "C", "N", "C", "C", "C", "N", "C", "C", "N", "C", "H", "H", "H", "H", "H", "H", "H", "H", "H", "H", "H", "H", "H", "H", "H", "H", "H", "H", "H", "H", "H", "H", "H", "H", "C", "N", "C", "N", "S", "H", "H", "H", "H", "H", "H", "Se"],
  "coordinates": [[8.276, 10.097, 7.945], [4.750, 11.160, 7.574], [5.281, 9.837, 7.037], [6.697, 9.810, 6.543], [6.901, 10.537, 5.240], [8.312, 11.063, 5.081], [8.818, 11.635, 6.371], [10.243, 11.997, 6.212], [10.885, 12.606, 7.472], [10.952, 11.652, 8.702], [9.608, 11.316, 9.282], [8.899, 12.457, 9.894], [7.455, 12.148, 10.221], [6.811, 11.785, 8.903], [5.340, 11.642, 8.903], [3.659, 10.963, 7.751], [4.769, 11.958, 6.805], [4.588, 9.459, 6.283], [5.196, 9.120, 7.899], [6.876, 8.811, 6.340], [6.184, 11.356, 5.257], [6.637, 9.902, 4.383], [8.361, 11.841, 4.301], [8.992, 10.237, 4.815], [8.290, 12.513, 6.489], [10.252, 12.745, 5.374], [10.781, 11.080, 5.865], [10.393, 13.540, 7.734], [11.924, 12.875, 7.187], [11.527, 12.126, 9.495], [11.408, 10.691, 8.446], [9.798, 10.666, 10.037], [8.880, 13.294, 9.197], [9.425, 12.793, 10.838], [6.933, 13.032, 10.670], [7.402, 11.337, 10.950], [6.982, 12.614, 8.325], [4.885, 12.617, 9.237], [5.041, 10.930, 9.690], [9.413, 5.870, 10.867], [8.942, 7.197, 10.507], [7.725, 7.480, 10.020], [6.897, 6.486, 9.653], [7.241, 9.171, 9.904], [10.508, 5.904, 10.904], [9.088, 5.137, 10.138], [9.013, 5.534, 11.846], [9.510, 7.990, 10.799], [7.046, 5.521, 9.945], [6.006, 6.704, 9.208], [9.713, 8.584, 7.115]],
  "forces_ev_per_angstrom": [[0.5, -0.4, 1.2], [-0.5, 0.6, -0.3], [-1.0, -0.3, 1.7], [0.4, -0.9, -0.5], [-0.5, 0.6, -0.4], [0.2, -0.6, -0.3], [-1.3, -0.5, 0.5], [1.1, 0.5, -0.5], [0.3, -0.9, -0.1], [0.2, 0.7, -0.9], [-0.6, -0.5, -1.0], [-0.1, 1.4, 1.4], [-0.5, 0.5, 0.1], [1.1, 0.0, -0.4], [-1.3, 0.1, 0.9], [0.9, 0.3, -0.1], [0.0, -0.3, 0.3], [0.4, 0.1, -0.4], [0.3, 0.4, -0.9], [-0.2, 0.4, 0.0], [0.0, 0.1, -0.1], [0.0, 0.0, 0.3], [0.0, -0.4, 0.1], [-0.2, 0.4, -0.1], [0.3, -0.2, 0.2], [0.3, -0.6, 0.7], [-0.3, 0.7, 0.3], [0.0, 0.2, 0.0], [-0.5, -0.1, 0.3], [0.1, 0.0, 0.0], [0.2, 0.3, 0.0], [0.1, -0.2, 0.1], [0.4, 0.1, 0.0], [-0.3, -0.3, -1.1], [0.5, -0.6, -0.3], [-0.4, 0.1, -0.1], [0.0, -0.2, 0.0], [0.4, -0.8, -0.5], [0.3, 0.1, -0.1], [0.2, -0.8, 0.7], [-1.5, 1.3, -0.3], [1.3, -2.6, 0.2], [0.1, 1.6, 0.2], [0.4, -0.1, -1.6], [-0.3, -0.2, 0.0], [0.2, -0.1, -0.3], [0.2, 0.4, -0.3], [-0.2, -0.4, 0.1], [0.0, 0.2, -0.1], [0.3, -0.2, 0.4], [-1.0, 1.0, 1.0]],
  "e_lumo_ev": [-16.7156, -16.5460],
  "homo_energy_ev": [-23.2, -23.2],
  "total_charge": 4,
  "de_lowest_ev": 0.000
}



3.
{
  "formula": "C11H14IrN5O5",
  "method": "ωB97M-V with the def2-TZVPD basis set",
  "species": ["Ir", "C", "C", "N", "C", "C", "N", "C", "O", "O", "C", "O", "O", "H", "H", "H", "H", "H", "O", "N", "H", "H", "H", "N", "C", "C", "C", "N", "C", "C", "H", "H", "H", "H", "H", "H"],
  "coordinates": [[1.675, 1.065, -0.315], [1.211, -2.482, -1.880], [0.922, -2.073, -0.477], [1.087, -0.868, 0.031], [0.692, -0.903, 1.404], [0.269, -2.241, 1.685], [0.446, -2.903, 0.446], [-0.239, -3.045, 2.752], [-0.430, -2.478, 3.943], [-0.493, -4.236, 2.558], [0.759, 0.277, 2.243], [0.421, 0.241, 3.428], [1.213, 1.394, 1.683], [1.591, -1.636, -2.450], [0.310, -2.850, -2.372], [1.958, -3.275, -1.908], [0.229, -3.878, 0.322], [-0.176, -1.534, 3.899], [2.189, 2.753, -0.556], [3.611, 0.545, 0.281], [3.610, 0.374, 1.278], [4.244, 1.302, 0.078], [3.928, -0.285, -0.192], [-4.169, 2.637, -1.729], [-2.893, 2.254, -1.394], [-2.105, 3.034, -0.543], [-0.818, 2.645, -0.277], [-0.264, 1.547, -0.813], [-1.011, 0.809, -1.647], [-2.305, 1.122, -1.967], [-4.627, 3.234, -1.059], [-4.768, 1.896, -2.054], [-2.494, 3.930, -0.083], [-0.186, 3.207, 0.394], [-0.534, -0.068, -2.057], [-2.854, 0.490, -2.650]],
  "forces_ev_per_angstrom": [[0.3, 1.1, -1.8], [0.0, 0.1, 0.0], [0.1, 0.2, -0.1], [-0.2, -0.2, 0.7], [-0.1, 0.0, 0.4], [0.1, 0.0, -0.4], [0.0, 0.0, 0.0], [0.1, -0.1, -0.6], [-0.1, 0.2, 0.4], [0.0, 0.1, 0.1], [-0.1, -0.8, -0.4], [-0.2, -0.2, 0.5], [-0.1, 0.1, 0.9], [0.0, 0.0, 0.0], [0.0, 0.0, 0.0], [0.0, 0.0, 0.0], [-0.1, 0.0, 0.2], [0.1, 0.3, 0.0], [0.0, -0.4, 0.0], [-0.2, -0.1, -0.1], [-0.1, 0.0, 0.3], [0.3, 0.3, 0.0], [0.2, -0.3, -0.1], [0.1, -0.2, 0.3], [-0.1, 0.2, -0.3], [0.0, -0.1, 0.0], [0.2, 0.1, 0.2], [-0.2, 0.0, -0.2], [0.1, -0.1, 0.0], [0.0, 0.0, 0.1], [0.0, 0.1, 0.0], [0.0, 0.0, -0.1], [0.0, 0.0, 0.0], [0.0, 0.0, 0.0], [0.0, 0.0, 0.0], [0.0, 0.0, 0.0]],
  "e_lumo_ev": [-0.2199, -1.3984],
  "homo_energy_ev": [-4.6, -8.1],
  "total_charge": 0,
  "multiplicity": 5
}



4.
{
  "formula": "C3H10NS",
  "method": "ωB97M-V with the def2-TZVPD basis set",
  "species": ["C", "N", "H", "H", "H", "H", "C", "C", "S", "H", "H", "H", "H", "H", "H"],
  "coordinates": [[-1.009, 0.191, -3.598], [-0.371, 0.789, -2.650], [-1.685, 0.840, -4.152], [-0.816, -0.861, -3.749], [-0.108, 0.382, -1.745], [-0.289, 1.798, -2.711], [1.344, 0.664, 2.569], [0.422, -0.509, 2.377], [-0.184, -0.513, 0.598], [2.020, 0.893, 1.751], [0.790, 1.576, 2.786], [2.007, 0.422, 3.406], [-0.561, -0.377, 2.809], [0.830, -1.471, 2.656], [-0.726, -1.732, 0.489]],
  "forces_ev_per_angstrom": [[0.8, 0.9, 1.2], [-0.8, 0.2, -0.5], [0.5, -0.4, -0.9], [-0.8, -0.3, 0.2], [1.0, -0.6, -0.2], [-0.6, 0.2, 0.5], [0.4, 0.2, 0.7], [-1.2, 0.0, -1.3], [0.4, -0.1, -0.3], [-0.1, -0.3, -0.4], [0.0, 0.0, 0.1], [-0.2, 0.3, 0.1], [0.3, 0.0, 0.9], [0.2, -0.1, -0.3], [0.0, 0.0, 0.2]],
  "e_lumo_ev": -5.9732,
  "homo_energy_ev": -12.6,
  "total_charge": 1,
  "de_lowest_ev": 1.845
}



5.
{
  "formula": "C3H23N2O9",
  "method": "ωB97M-V with the def2-TZVPD basis set",
  "species": ["C", "C", "N", "C", "N", "H", "H", "H", "H", "H", "H", "H", "O", "H", "H", "O", "H", "H", "O", "H", "H", "O", "H", "H", "O", "H", "H", "O", "H", "H", "O", "H", "H", "O", "H", "H", "O"],
  "coordinates": [[-1.374, -2.689, -1.001], [-2.136, -2.124, 0.057], [-2.240, -0.816, -0.285], [-1.537, -0.572, -1.472], [-1.014, -1.785, -1.900], [-1.349, -3.787, -1.266], [-2.553, -2.617, 0.994], [-2.851, 0.003, 0.283], [-1.447, 0.515, -1.826], [-0.443, -1.909, -2.690], [-0.325, 0.333, 2.265], [0.924, -0.399, 2.563], [0.567, 0.524, 2.506], [1.553, -2.276, -0.587], [2.943, -1.959, -0.472], [2.343, -2.742, -0.289], [-0.211, 3.814, -1.857], [-0.163, 3.022, -0.654], [-0.474, 2.929, -1.439], [-1.647, 1.057, 3.165], [-1.216, 2.334, 2.702], [-1.845, 1.735, 2.409], [1.638, 0.219, -3.053], [2.394, -1.257, -2.902], [1.516, -0.715, -2.773], [1.156, 1.983, 1.028], [1.673, 3.415, 1.515], [1.265, 2.887, 0.859], [-2.620, 2.558, -1.159], [-2.432, 2.277, 0.284], [-2.735, 1.850, -0.519], [3.431, 0.546, -0.513], [2.112, 0.377, 0.415], [2.850, -0.038, -0.068], [1.552, -2.589, 2.571], [1.601, -2.103, 1.146], [1.094, -1.998, 1.962]],
  "forces_ev_per_angstrom": [[-1.9, -3.8, 2.2], [1.0, -1.5, -1.1], [-0.3, 2.8, -0.3], [-0.7, 0.5, 1.4], [-2.3, 4.1, 2.1], [0.5, 1.5, 0.7], [0.6, 0.9, -1.7], [2.4, -2.6, -2.4], [0.1, -2.1, 0.3], [0.9, 0.0, -1.1], [-0.9, 0.1, -0.6], [0.1, 0.5, -0.1], [1.3, -0.5, 0.2], [-0.5, -0.5, -0.4], [-0.3, -1.2, 0.6], [0.7, 1.7, -0.8], [-0.6, -2.0, 0.6], [3.5, 0.7, 8.5], [-2.5, 1.5, -9.3], [-1.2, 1.5, -1.9], [2.0, 2.6, 0.4], [-1.2, -3.8, 1.6], [0.4, -1.1, 0.2], [-2.5, 2.1, 0.2], [2.0, -1.2, -0.5], [0.0, -1.7, 1.6], [0.6, 0.0, 1.3], [-0.8, 1.8, -2.7], [0.0, -0.1, -0.3], [0.1, -0.1, 0.5], [-0.5, 0.1, 0.2], [0.4, 1.4, -0.3], [0.9, 0.2, -0.5], [-1.1, -1.5, 0.9], [-0.1, 0.0, 0.0], [0.4, -0.3, -0.2], [-0.2, -0.1, 0.8]],
  "e_lumo_ev": -2.6233,
  "homo_energy_ev": -13.1,
  "total_charge": 1,
  "de_lowest_ev": 2.411
}



Calculated electronic energy (eV), listed in the same order as above: -124803.92985 -99866.60746 -32159.60540 -15590.25704 -24884.74590